Molecular formula: C39H28O3P2S4Ta
Method: DFT, ωB97M-V with the def2-TZVPD basis set

ΔE to the lowest compared entry with this formula, charge and spin (kJ/mol): 0.00
E_HOMO (eV): -10.87

Geometry as ORCA input:
```
! RIJCOSX wB97M-V def2-TZVPD def2/J DEFGRID3
* xyz 1 1
Ta -1.654 -0.184 0.359
O 0.497 -1.950 3.260
C 0.092 -0.939 2.786
O -1.062 -0.920 2.043
C 0.743 0.417 2.912
P 0.029 1.548 1.698
C 1.296 2.708 1.185
C 1.055 3.554 0.099
C 1.990 4.506 -0.262
C 3.179 4.614 0.443
C 3.432 3.780 1.519
C 2.489 2.837 1.899
C -1.191 2.489 2.661
C -1.394 3.838 2.392
C -2.378 4.545 3.066
C -3.163 3.909 4.016
C -2.956 2.564 4.298
C -1.979 1.855 3.622
H 1.819 0.280 2.778
H 0.569 0.791 3.923
H 0.134 3.476 -0.460
H 1.798 5.162 -1.101
H 3.911 5.357 0.156
H 4.354 3.875 2.075
H 2.679 2.212 2.762
H -0.781 4.352 1.660
H -2.524 5.594 2.849
H -3.929 4.462 4.543
H -3.557 2.064 5.045
H -1.850 0.802 3.852
C 3.342 -3.945 1.776
C 1.971 -4.145 1.664
C 1.206 -3.277 0.910
C 1.804 -2.198 0.254
C 3.176 -2.009 0.359
C 3.941 -2.882 1.123
P 0.681 -1.157 -0.737
C 1.691 -0.024 -1.726
C 1.575 -0.021 -3.119
C 2.309 0.863 -3.890
C 3.175 1.759 -3.278
C 3.284 1.780 -1.897
C 2.536 0.906 -1.125
C -0.001 -2.366 -1.892
C 0.769 -3.071 -2.780
C 0.203 -4.084 -3.570
C -1.113 -4.402 -3.423
C -1.918 -3.721 -2.477
C -3.257 -4.102 -2.251
C -3.992 -3.503 -1.281
C -3.435 -2.454 -0.518
C -2.156 -1.986 -0.738
C -1.357 -2.666 -1.714
H 3.943 -4.623 2.368
H 1.495 -4.971 2.174
H 0.135 -3.439 0.842
H 3.669 -1.209 -0.174
H 5.010 -2.733 1.194
H 0.904 -0.713 -3.609
H 2.210 0.846 -4.966
H 3.761 2.444 -3.877
H 3.948 2.486 -1.419
H 2.624 0.959 -0.047
H 1.828 -2.859 -2.876
H 0.821 -4.622 -4.276
H -1.554 -5.197 -4.010
H -3.679 -4.905 -2.843
H -5.007 -3.823 -1.086
H -4.055 -2.022 0.261
O -5.866 -0.593 -3.671
C -5.119 -0.155 -2.859
S -5.517 0.025 -1.125
C -3.975 0.670 -0.631
C -3.048 0.894 -1.610
S -1.424 1.435 -1.362
S -3.479 0.446 -3.242
S -3.706 0.762 1.098
*
```

Molecular formula: C39H29Cl2HfN8O4
Method: DFT, ωB97M-V with the def2-TZVPD basis set

ΔE to the lowest compared entry with this formula, charge and spin (kJ/mol): 117.56
E_HOMO (eV): -10.15

Geometry as ORCA input:
```
! RIJCOSX wB97M-V def2-TZVPD def2/J DEFGRID3
* xyz 1 1
Hf -0.120 -0.401 -0.767
O 3.539 1.770 0.689
C 2.949 2.480 1.678
C 3.757 3.311 2.454
C 3.212 4.063 3.473
C 1.852 3.982 3.753
C 1.045 3.166 2.993
C 1.565 2.407 1.939
C 0.675 1.591 1.105
O 1.189 0.905 0.115
N -0.613 1.604 1.337
N -1.319 0.839 0.447
C -2.613 0.943 0.423
C -3.429 0.238 -0.516
C -4.822 0.178 -0.313
C -5.655 -0.473 -1.189
C -5.121 -1.056 -2.340
C -3.773 -0.990 -2.589
C -2.883 -0.362 -1.693
O -1.615 -0.296 -2.002
H 2.816 1.277 0.241
H 4.813 3.342 2.230
H 3.843 4.716 4.056
H 1.430 4.558 4.561
H -0.013 3.101 3.188
H -3.104 1.613 1.132
H -5.229 0.660 0.563
H -6.715 -0.525 -0.996
H -5.772 -1.562 -3.037
H -3.349 -1.412 -3.488
C 2.823 -1.522 -1.739
N 1.815 -0.606 -2.279
C 2.326 0.542 -3.013
C 1.388 1.692 -2.822
N 0.258 1.627 -2.162
C -0.210 2.933 -2.096
C -1.337 3.489 -1.495
C -1.479 4.860 -1.539
C -0.551 5.680 -2.186
C 0.555 5.152 -2.816
C 0.705 3.776 -2.765
N 1.699 2.946 -3.228
C 2.678 -1.673 -0.253
N 1.546 -1.542 0.404
C 1.862 -1.681 1.742
C 1.071 -1.552 2.880
C 1.687 -1.710 4.104
C 3.054 -1.983 4.210
C 3.859 -2.090 3.094
C 3.243 -1.942 1.861
N 3.722 -1.929 0.571
H 3.831 -1.143 -1.943
H 2.739 -2.515 -2.198
H 1.158 -1.119 -2.867
H 2.463 0.342 -4.088
H 3.303 0.833 -2.610
H -2.071 2.875 -1.004
H -2.332 5.322 -1.065
H -0.705 6.746 -2.192
H 1.279 5.776 -3.314
H 2.494 3.215 -3.784
H 0.026 -1.303 2.792
H 1.102 -1.614 5.007
H 3.490 -2.090 5.191
H 4.920 -2.262 3.180
H 4.681 -2.078 0.301
Cl 0.119 -4.526 -3.444
C -0.845 -4.401 -2.021
C -1.635 -5.479 -1.629
C -2.389 -5.396 -0.482
Cl -3.353 -6.741 0.011
C -2.372 -4.225 0.307
C -3.087 -4.082 1.509
C -2.995 -2.906 2.204
C -2.208 -1.866 1.693
N -1.505 -1.957 0.581
C -1.571 -3.122 -0.112
C -0.776 -3.210 -1.295
O -0.003 -2.228 -1.647
H -1.634 -6.379 -2.224
H -3.692 -4.905 1.858
H -3.518 -2.772 3.136
H -2.170 -0.925 2.230
*
```

Molecular formula: C39H29CsF4N9O4PSe2
Method: DFT, ωB97M-V with the def2-TZVPD basis set

ΔE to the lowest compared entry with this formula, charge and spin (kJ/mol): 0.00
E_HOMO (spin up / spin down) (eV): -3.09 / -2.71

Geometry as ORCA input:
```
! RIJCOSX wB97M-V def2-TZVPD def2/J DEFGRID3
* xyz -2 1
Cs -0.302 -0.924 -0.668
O -2.508 4.308 -3.526
C -2.032 5.205 -2.540
C -1.005 4.611 -1.588
C -0.433 5.766 -0.752
O 0.341 6.710 -1.501
C 0.140 3.942 -2.338
Se -0.156 2.065 -2.824
C -1.716 3.627 -0.628
Se -0.534 2.383 0.324
H -2.742 3.474 -3.101
H -2.860 5.607 -1.939
H -1.582 6.037 -3.086
H 0.166 5.336 0.055
H -1.246 6.341 -0.301
H 1.164 6.272 -1.743
H 1.016 3.908 -1.687
H 0.398 4.504 -3.240
H -2.409 2.992 -1.185
H -2.307 4.191 0.097
C 2.357 2.667 3.325
P 1.920 0.994 2.703
C 1.721 0.085 4.283
C 0.458 0.173 4.875
C 0.162 -0.545 6.022
C 1.115 -1.388 6.580
C 2.367 -1.495 5.992
C 2.669 -0.756 4.856
C 3.524 0.345 2.094
C 3.393 -0.533 1.023
C 4.492 -1.119 0.414
C 5.758 -0.811 0.888
C 5.912 0.070 1.956
C 4.803 0.647 2.558
H 2.613 3.290 2.467
H 3.171 2.667 4.051
H 1.466 3.092 3.788
H -0.309 0.780 4.403
H -0.826 -0.474 6.461
H 0.874 -1.979 7.455
H 3.099 -2.183 6.394
H 3.640 -0.874 4.388
H 2.376 -0.716 0.689
H 4.348 -1.812 -0.405
H 6.632 -1.253 0.424
H 6.905 0.308 2.318
H 4.937 1.329 3.389
N 3.175 -3.664 2.739
C 2.288 -4.015 3.693
O 2.606 -4.616 4.711
C 0.865 -3.605 3.458
C -0.146 -4.322 4.077
C -1.456 -3.958 3.843
C -1.708 -2.873 3.017
N -0.754 -2.143 2.444
C 0.505 -2.518 2.663
H 4.108 -4.028 2.853
H 2.872 -3.463 1.792
H 0.119 -5.156 4.715
H -2.279 -4.506 4.284
H -2.728 -2.572 2.806
H 1.269 -1.916 2.192
F -3.610 0.720 -2.818
C -4.438 0.913 -3.853
C -5.442 1.817 -3.696
F -5.507 2.470 -2.525
C -6.413 2.096 -4.695
C -6.218 1.343 -5.882
C -5.213 0.442 -6.043
F -5.136 -0.200 -7.217
C -4.247 0.158 -5.043
C -3.210 -0.777 -5.221
C -2.182 -1.005 -4.266
N -1.304 -1.238 -3.556
C -3.062 -1.568 -6.395
N -2.888 -2.239 -7.316
F -7.063 1.518 -6.909
C -7.469 3.011 -4.523
C -8.446 3.280 -5.523
N -9.283 3.533 -6.275
C -7.690 3.750 -3.327
N -7.945 4.386 -2.398
O 1.901 -3.268 0.014
N 1.934 -4.533 0.061
C 0.781 -5.165 -0.105
C 0.778 -6.588 -0.044
N 0.756 -7.738 0.008
C -0.425 -4.435 -0.318
N -1.341 -3.758 -0.480
*
```

Molecular formula: C39H30CdF3IN7O2Te
Method: DFT, ωB97M-V with the def2-TZVPD basis set

ΔE to the lowest compared entry with this formula, charge and spin (kJ/mol): 0.00
E_HOMO (eV): -4.90

Geometry as ORCA input:
```
! RIJCOSX wB97M-V def2-TZVPD def2/J DEFGRID3
* xyz -1 1
Cd 0.269 0.030 0.917
C -3.049 -2.467 -1.388
C -3.417 -2.111 0.049
N -4.668 -2.303 0.372
C -5.066 -1.861 1.620
C -4.262 -1.132 2.443
C -4.979 -0.513 3.670
O -4.396 -0.726 4.935
C -2.929 -0.902 2.077
C -2.025 -0.075 3.046
N -1.036 0.886 2.588
C -1.525 2.149 2.335
C -2.963 2.464 2.234
C -3.344 3.742 1.780
C -2.423 4.778 1.586
C -1.107 4.563 1.881
C -0.678 3.251 2.247
I 1.314 2.996 2.907
C -2.406 -1.561 0.967
O -1.212 -1.538 0.517
H -3.902 -2.687 -2.008
H -2.378 -3.344 -1.387
H -2.493 -1.690 -1.888
H -6.101 -1.932 1.835
H -6.084 -0.875 3.567
H -5.148 0.531 3.554
H -3.793 -1.502 4.995
H -2.776 0.380 3.709
H -3.758 1.741 2.306
H -4.394 3.937 1.505
H -2.768 5.779 1.263
H -0.407 5.387 1.712
C -3.178 1.787 -1.629
C -2.550 2.635 -2.583
C -1.228 2.953 -2.432
C -0.501 2.425 -1.345
N -1.076 1.546 -0.534
C -2.387 1.285 -0.637
C 0.910 2.682 -1.059
C 1.484 3.878 -1.471
C 2.908 3.911 -1.401
C 3.539 2.901 -0.797
C 2.830 1.811 -0.272
N 1.531 1.711 -0.416
H -4.283 1.547 -1.613
H -3.208 3.092 -3.344
H -0.811 3.743 -3.055
H -2.814 0.675 0.107
H 0.881 4.750 -1.776
H 3.519 4.751 -1.737
H 4.612 2.864 -0.739
H 3.352 1.026 0.175
F -0.384 -1.762 3.305
C -1.318 -1.051 3.938
F -2.082 -1.997 4.553
F -0.717 -0.432 4.927
N 5.362 -3.825 -0.480
C 4.939 -3.012 0.235
N 4.345 -2.223 1.102
C 3.208 -1.671 1.047
N 2.203 -1.165 1.155
Te 1.136 -1.449 -2.301
C 2.979 -0.535 -2.706
C 4.227 -0.912 -2.133
C 5.343 -0.071 -2.188
C 5.240 1.090 -2.972
C 4.019 1.439 -3.566
C 2.900 0.664 -3.411
C 1.837 -3.399 -1.791
C 2.796 -3.995 -2.580
C 3.301 -5.206 -2.202
C 2.881 -5.860 -1.065
C 1.827 -5.320 -0.347
C 1.322 -4.103 -0.677
H 4.314 -1.883 -1.681
H 6.211 -0.337 -1.696
H 6.039 1.825 -3.005
H 3.921 2.422 -4.125
H 1.986 0.821 -4.096
H 3.188 -3.517 -3.493
H 4.052 -5.715 -2.792
H 3.442 -6.729 -0.694
H 1.290 -5.870 0.402
H 0.564 -3.593 -0.055
*
```

Molecular formula: C39H30F5N2O3PS4TeTl
Method: DFT, ωB97M-V with the def2-TZVPD basis set

ΔE to the lowest compared entry with this formula, charge and spin (kJ/mol): 10.37
E_HOMO (eV): -4.93

Geometry as ORCA input:
```
! RIJCOSX wB97M-V def2-TZVPD def2/J DEFGRID3
* xyz -1 1
Tl 2.622 -0.935 1.968
S 4.406 0.077 3.323
C 4.478 1.616 2.459
C 5.194 2.637 3.094
C 5.357 3.883 2.521
C 4.787 4.146 1.282
C 4.062 3.157 0.647
C 3.894 1.886 1.210
S 2.934 0.759 0.246
H 5.623 2.430 4.066
H 5.917 4.648 3.045
H 4.897 5.118 0.816
H 3.596 3.358 -0.310
O 0.633 0.613 5.376
S 0.483 0.778 3.954
O 0.654 -0.530 3.231
O 1.260 1.818 3.321
C -1.237 1.244 3.705
C -1.999 1.404 4.856
C -3.291 1.900 4.778
C -3.814 2.263 3.546
C -3.053 2.096 2.400
C -1.765 1.565 2.448
P -0.777 1.294 0.906
C -2.061 0.690 -0.258
C -1.744 0.754 -1.618
C -2.546 0.145 -2.568
C -3.682 -0.555 -2.180
C -4.002 -0.633 -0.834
C -3.198 -0.020 0.118
C -0.585 3.040 0.361
C -1.523 3.756 -0.381
C -1.279 5.072 -0.745
C -0.093 5.690 -0.368
C 0.846 4.986 0.371
C 0.606 3.667 0.729
H -1.551 1.153 5.807
H -3.877 2.024 5.680
H -4.811 2.680 3.476
H -3.468 2.382 1.441
H -0.842 1.268 -1.932
H -2.277 0.202 -3.616
H -4.305 -1.039 -2.922
H -4.885 -1.179 -0.518
H -3.453 -0.113 1.166
H -2.445 3.278 -0.691
H -2.015 5.616 -1.326
H 0.097 6.718 -0.655
H 1.777 5.455 0.667
H 1.338 3.116 1.307
C 0.721 0.004 -4.579
Te 1.698 -0.913 -2.904
C 0.599 -2.656 -3.484
C 0.119 -2.410 -4.889
C -0.398 -3.446 -5.664
C -0.859 -3.211 -6.949
C -0.809 -1.927 -7.476
C -0.298 -0.891 -6.712
C 0.170 -1.121 -5.420
H 1.429 0.611 -5.140
H -0.081 0.653 -4.227
H -0.234 -2.789 -2.795
H 1.243 -3.532 -3.419
H -0.434 -4.447 -5.249
H -1.252 -4.029 -7.541
H -1.162 -1.736 -8.482
H -0.253 0.112 -7.121
F 1.574 -3.304 4.072
C 1.722 -3.826 2.848
C 2.219 -3.064 1.813
C 2.351 -3.683 0.588
F 2.795 -2.985 -0.474
C 1.997 -5.001 0.374
F 2.111 -5.566 -0.834
C 1.489 -5.736 1.430
F 1.134 -7.012 1.249
C 1.350 -5.150 2.675
F 0.863 -5.872 3.694
N -2.553 -3.608 0.894
C -1.519 -2.732 1.089
N -1.419 -2.224 2.323
S -0.470 -2.345 -0.147
H -3.361 -3.533 1.492
H -2.740 -3.811 -0.074
H -1.982 -2.587 3.075
H -0.642 -1.611 2.570
*
```

Please write out number 4 again, unchanged.
Molecular formula: C39H30CdF3IN7O2Te
Method: DFT, ωB97M-V with the def2-TZVPD basis set

ΔE to the lowest compared entry with this formula, charge and spin (kJ/mol): 0.00
E_HOMO (eV): -4.90

Geometry as ORCA input:
```
! RIJCOSX wB97M-V def2-TZVPD def2/J DEFGRID3
* xyz -1 1
Cd 0.269 0.030 0.917
C -3.049 -2.467 -1.388
C -3.417 -2.111 0.049
N -4.668 -2.303 0.372
C -5.066 -1.861 1.620
C -4.262 -1.132 2.443
C -4.979 -0.513 3.670
O -4.396 -0.726 4.935
C -2.929 -0.902 2.077
C -2.025 -0.075 3.046
N -1.036 0.886 2.588
C -1.525 2.149 2.335
C -2.963 2.464 2.234
C -3.344 3.742 1.780
C -2.423 4.778 1.586
C -1.107 4.563 1.881
C -0.678 3.251 2.247
I 1.314 2.996 2.907
C -2.406 -1.561 0.967
O -1.212 -1.538 0.517
H -3.902 -2.687 -2.008
H -2.378 -3.344 -1.387
H -2.493 -1.690 -1.888
H -6.101 -1.932 1.835
H -6.084 -0.875 3.567
H -5.148 0.531 3.554
H -3.793 -1.502 4.995
H -2.776 0.380 3.709
H -3.758 1.741 2.306
H -4.394 3.937 1.505
H -2.768 5.779 1.263
H -0.407 5.387 1.712
C -3.178 1.787 -1.629
C -2.550 2.635 -2.583
C -1.228 2.953 -2.432
C -0.501 2.425 -1.345
N -1.076 1.546 -0.534
C -2.387 1.285 -0.637
C 0.910 2.682 -1.059
C 1.484 3.878 -1.471
C 2.908 3.911 -1.401
C 3.539 2.901 -0.797
C 2.830 1.811 -0.272
N 1.531 1.711 -0.416
H -4.283 1.547 -1.613
H -3.208 3.092 -3.344
H -0.811 3.743 -3.055
H -2.814 0.675 0.107
H 0.881 4.750 -1.776
H 3.519 4.751 -1.737
H 4.612 2.864 -0.739
H 3.352 1.026 0.175
F -0.384 -1.762 3.305
C -1.318 -1.051 3.938
F -2.082 -1.997 4.553
F -0.717 -0.432 4.927
N 5.362 -3.825 -0.480
C 4.939 -3.012 0.235
N 4.345 -2.223 1.102
C 3.208 -1.671 1.047
N 2.203 -1.165 1.155
Te 1.136 -1.449 -2.301
C 2.979 -0.535 -2.706
C 4.227 -0.912 -2.133
C 5.343 -0.071 -2.188
C 5.240 1.090 -2.972
C 4.019 1.439 -3.566
C 2.900 0.664 -3.411
C 1.837 -3.399 -1.791
C 2.796 -3.995 -2.580
C 3.301 -5.206 -2.202
C 2.881 -5.860 -1.065
C 1.827 -5.320 -0.347
C 1.322 -4.103 -0.677
H 4.314 -1.883 -1.681
H 6.211 -0.337 -1.696
H 6.039 1.825 -3.005
H 3.921 2.422 -4.125
H 1.986 0.821 -4.096
H 3.188 -3.517 -3.493
H 4.052 -5.715 -2.792
H 3.442 -6.729 -0.694
H 1.290 -5.870 0.402
H 0.564 -3.593 -0.055
*
```